ORCA calculation (ωB97M-V with the def2-TZVPD basis set) on a molecular structure, C45H52Br2GeIN6O6SSe2Tl.

XYZ file:
```
117
Properties=species:S:1:pos:R:3:forces:R:3:mulliken_charge:R:1
Tl 0.675908 2.330114 0.725433 -0.090 0.150 0.191 0.69
N -0.121627 1.725024 -2.696255 0.163 -0.324 0.384 -0.39
N 0.542262 2.406646 -3.713177 0.039 -0.086 -0.061 -0.27
C 1.771019 2.938001 -3.641466 0.198 0.502 0.069 0.54
N 2.351198 3.107254 -4.889115 -0.138 -0.063 -0.042 -0.59
S 2.551018 3.476068 -2.275538 -0.130 -0.125 -0.051 -0.21
H 0.570849 1.326023 -2.048543 -0.113 -0.097 -0.112 -0.05
H -0.748479 2.338464 -2.191540 0.134 0.149 0.137 0.32
H 0.226761 2.145271 -4.629917 -0.047 -0.105 -0.170 0.24
H 2.172437 2.375994 -5.562264 0.053 -0.020 0.021 0.20
H 3.317780 3.371155 -4.819236 0.098 0.032 0.004 0.24
Br 2.096177 2.149947 4.444254 -0.134 0.044 -0.129 -0.11
C 1.918053 0.240210 4.391017 -0.095 -0.197 -0.067 -0.55
Br 0.875357 -0.454614 2.914290 0.059 0.131 0.125 0.03
H 1.431431 -0.075862 5.301407 -0.056 0.001 0.079 0.45
H 2.915000 -0.160743 4.291666 0.074 -0.042 -0.018 0.15
C 4.979754 5.328369 0.931460 0.018 -0.064 0.091 -0.66
Se 5.261939 4.482732 2.658410 0.039 -0.046 -0.003 0.03
C 6.155811 2.878148 1.990734 -0.179 0.113 0.003 -0.92
C 5.241983 1.832387 1.352107 -0.037 -0.156 0.077 -0.17
Se 5.027980 0.285331 2.537103 0.118 -0.018 0.022 -0.12
C 4.637171 -1.024573 1.154592 -0.001 0.083 -0.025 -0.17
H 5.930146 5.436422 0.411639 -0.015 0.025 0.003 0.31
H 4.553773 6.307690 1.133121 -0.038 0.032 -0.058 0.32
H 4.286753 4.745584 0.333533 -0.073 -0.032 -0.070 0.02
H 6.671465 2.476857 2.860928 0.084 -0.046 -0.004 0.39
H 6.914617 3.220524 1.288610 0.038 -0.005 -0.027 0.33
H 5.665897 1.438985 0.430035 0.032 0.022 -0.028 0.36
H 4.248824 2.212924 1.122473 -0.006 0.079 -0.018 0.02
H 3.953958 -0.582031 0.433063 -0.016 -0.022 -0.003 -0.44
H 4.164620 -1.885037 1.624398 -0.010 0.021 0.040 0.27
H 5.556366 -1.325844 0.658954 -0.042 -0.012 -0.035 0.41
I -5.021506 5.113385 -0.826748 0.167 0.042 -0.031 0.04
C -2.955643 5.379714 -1.071930 -0.223 -0.059 0.065 -0.64
C -2.469523 6.552432 -1.616800 0.132 0.042 -0.023 -0.23
C -1.096232 6.680368 -1.758706 -0.004 -0.003 0.003 -0.95
C -0.282476 5.625591 -1.369567 -0.148 -0.100 -0.069 -0.34
N -0.760151 4.496248 -0.851269 -0.248 0.066 -0.039 0.49
C -2.080608 4.375142 -0.683601 0.196 0.086 -0.006 0.07
H -3.139597 7.343897 -1.926244 -0.004 -0.003 0.035 0.38
H -0.662271 7.585127 -2.166924 -0.006 -0.042 0.000 0.41
H 0.792784 5.676268 -1.493563 0.015 -0.040 0.014 0.36
H -2.419073 3.443983 -0.239145 0.060 0.023 -0.058 0.23
C 0.517347 6.055914 1.762205 -0.093 -0.143 0.081 -0.95
C -0.622873 5.333042 2.425198 -0.143 -0.159 0.170 0.48
C -1.657679 5.870369 3.183788 0.008 0.037 -0.112 -1.12
C -2.357475 4.765168 3.736279 -0.037 -0.045 -0.034 -0.83
C -1.702421 3.624311 3.282486 -0.012 0.101 -0.086 0.12
C -1.955339 2.188921 3.659899 0.066 0.225 -0.025 -0.48
N -0.659918 3.967585 2.470619 0.206 -0.038 0.030 0.35
H 1.250172 6.391565 2.504818 0.028 0.029 -0.038 0.36
H 0.186372 6.934077 1.196571 0.029 -0.060 0.019 0.26
H 1.038631 5.377446 1.082104 0.008 0.080 -0.035 -0.11
H -1.877172 6.925333 3.313840 0.018 -0.087 0.024 0.39
H -3.219661 4.791227 4.394322 0.056 0.006 -0.058 0.46
H -3.021863 1.985065 3.793319 0.056 0.007 0.008 0.25
H -1.453464 1.932066 4.600908 0.031 -0.038 -0.064 0.29
H -1.572819 1.518996 2.886514 -0.043 -0.021 0.083 -0.26
O -1.909188 -0.722885 0.798368 -0.034 0.213 -0.055 -0.65
C -2.321944 0.427713 0.597540 0.141 -0.067 -0.079 -0.57
O -1.687354 1.444607 0.187982 0.169 -0.063 -0.009 -0.30
C -3.797002 0.703040 0.876233 -0.029 0.002 0.092 0.39
C -4.736617 -0.309627 0.718600 -0.009 0.000 0.000 -0.80
C -6.073030 -0.079677 0.978678 -0.284 0.014 0.025 -0.43
C -6.465550 1.176756 1.425852 0.570 -0.075 -0.058 -0.04
C -5.539919 2.198313 1.603875 -0.290 0.025 0.069 -1.23
C -4.208473 1.958201 1.315710 0.031 -0.004 -0.079 -0.05
N -7.872773 1.420227 1.719467 0.045 -0.021 -0.115 1.02
O -8.672935 0.529950 1.512653 -0.213 -0.547 -0.126 -0.66
O -8.199605 2.504335 2.149016 0.032 0.610 0.228 -0.64
H -4.393288 -1.279467 0.389483 0.035 -0.072 -0.005 0.66
H -6.821068 -0.849024 0.851278 0.027 -0.018 -0.011 0.50
H -5.873743 3.163744 1.957435 0.052 -0.007 0.012 0.67
H -3.471064 2.743822 1.449377 -0.083 -0.065 0.059 1.07
O 3.617190 -1.395601 -1.756438 -0.095 0.059 -0.040 -0.76
C 2.476648 -0.922443 -1.543262 -0.079 0.535 0.337 -0.18
O 2.201250 0.202908 -1.019044 0.025 -0.664 -0.497 -0.25
C 1.306438 -1.879115 -1.852342 0.142 0.112 0.134 -0.42
C 1.064966 -2.740945 -0.599109 -0.178 -0.100 0.020 -0.25
Ge 0.296117 -4.477928 -1.031587 0.140 -0.149 -0.009 1.57
C 1.452660 -5.346281 -2.371274 -0.017 0.069 -0.030 0.22
C 1.032769 -6.458447 -3.103246 0.045 0.006 0.047 -0.16
C 1.884077 -7.085043 -4.005592 0.009 0.024 0.012 -0.71
C 3.178747 -6.610880 -4.181498 -0.024 0.028 0.043 -0.39
C 3.616233 -5.513038 -3.450696 -0.042 -0.035 -0.004 -0.73
C 2.759674 -4.884071 -2.553308 -0.019 0.022 0.028 -0.49
C -1.558456 -4.428423 -1.664889 0.041 0.113 0.032 0.05
C -2.572075 -4.125811 -0.750794 0.007 -0.019 -0.085 -0.53
C -3.898420 -4.064328 -1.158506 0.021 0.010 -0.007 -0.80
C -4.229681 -4.279921 -2.490627 0.031 -0.013 0.019 -0.54
C -3.230419 -4.555402 -3.413408 0.006 0.000 0.024 -0.64
C -1.904941 -4.630566 -3.000663 0.016 -0.004 0.049 -0.21
C 0.357981 -5.745216 0.482542 -0.110 0.046 0.008 0.16
C 1.534877 -5.873014 1.223488 -0.050 0.020 0.004 -0.47
C 1.639520 -6.806643 2.246643 -0.021 0.008 -0.027 -0.69
C 0.562406 -7.631743 2.547574 -0.015 0.009 -0.028 -0.38
C -0.615653 -7.517666 1.821865 0.020 0.040 -0.039 -0.64
C -0.714114 -6.582244 0.796317 0.109 0.020 0.031 -0.29
H 1.613119 -2.486900 -2.706022 -0.092 -0.022 -0.011 0.55
H 0.394095 -1.342636 -2.106851 -0.063 0.100 0.018 0.31
H 0.412657 -2.213597 0.104542 0.047 -0.039 -0.053 -0.11
H 2.012138 -2.940772 -0.084853 -0.010 0.054 -0.044 0.39
H 0.027589 -6.846381 -2.959913 0.052 0.005 -0.038 0.45
H 1.537790 -7.941379 -4.573660 0.005 0.000 0.020 0.38
H 3.844067 -7.097200 -4.886437 -0.015 0.015 0.013 0.35
H 4.623130 -5.134080 -3.585031 -0.037 -0.005 0.014 0.43
H 3.113590 -4.010685 -2.007258 0.001 -0.040 -0.110 0.25
H -2.320152 -3.920209 0.285685 -0.052 0.015 -0.053 0.49
H -4.675857 -3.836680 -0.439490 0.011 0.027 0.013 0.43
H -5.264155 -4.221619 -2.809475 0.025 0.005 0.011 0.36
H -3.482963 -4.706002 -4.456764 0.013 -0.001 0.010 0.39
H -1.128873 -4.841597 -3.729388 -0.046 0.019 0.013 0.44
H 2.382250 -5.231598 0.996414 -0.026 -0.050 0.034 0.34
H 2.560569 -6.890937 2.812084 -0.015 0.014 -0.015 0.37
H 0.641309 -8.361114 3.346028 -0.001 0.028 -0.015 0.35
H -1.460901 -8.156051 2.054355 0.020 0.012 -0.005 0.37
H -1.637328 -6.499417 0.231803 0.019 -0.032 0.046 0.30
```
Positions in Å, forces in eV/Å.

Its LUMO energy is 0.128 Ha. Its total energy is -15422.1423 Eh. The charge is -2. The largest force on an atom is 0.83 eV/A. The orbital gap comes out at 5.254 eV.

=====

ORCA calculation (ωB97M-V with the def2-TZVPD basis set) on a molecular structure, C45H53AsBr2N7O9PSTi.

XYZ file:
```
120
Properties=species:S:1:pos:R:3:forces:R:3:mulliken_spin:R:1
Ti -0.170885 0.231913 -1.243559 1.347 1.654 -6.564 0.02
Br 2.077710 6.575660 -1.256664 0.037 -0.012 0.013 0.00
C 1.451690 4.791564 -1.250108 -1.142 0.676 -0.047 0.04
C 2.359479 3.748636 -1.258630 -0.274 -0.481 -0.028 0.11
C 1.858670 2.460573 -1.252570 -1.249 2.963 -0.108 -0.06
N 0.533360 2.168660 -1.242224 2.167 2.106 -0.092 0.13
C -0.335337 3.221551 -1.241275 -1.660 -0.680 -0.497 0.15
C 0.096947 4.545236 -1.242158 0.789 0.805 -0.114 0.02
C -1.718162 2.807256 -1.242975 1.787 0.380 -0.251 0.16
C -2.805544 3.678873 -1.244621 -1.039 -0.004 0.009 0.00
C -4.074778 3.147291 -1.254575 0.488 1.602 0.042 0.10
Br -5.572171 4.301604 -1.257834 0.032 -0.047 0.010 0.00
C -4.266589 1.778586 -1.264799 0.223 -1.311 0.099 0.11
C -3.146877 0.973882 -1.262714 -0.679 3.020 -0.465 -0.05
N -1.863855 1.445464 -1.249883 -2.793 -0.162 0.251 0.13
H 3.424411 3.921470 -1.270791 -0.697 0.316 -0.170 0.03
H 2.528047 1.598592 -1.270610 -2.787 4.631 -0.151 -0.02
H -0.604242 5.369333 -1.240262 0.018 -0.091 -0.002 0.01
H -2.668548 4.752174 -1.239846 0.035 -0.092 -0.011 0.01
H -5.256328 1.339478 -1.274701 0.067 0.041 -0.048 0.01
H -3.245788 -0.076319 -1.271776 -1.698 1.862 -0.681 -0.03
C -7.225776 -2.933254 4.238621 -0.471 -0.233 0.096 0.00
C -6.310494 -2.362501 3.171613 0.320 0.131 0.157 0.00
S -7.078422 -2.415811 1.559257 -0.815 -0.057 0.246 0.00
O -7.227779 -3.804641 1.183671 0.139 0.495 0.046 0.00
O -8.215140 -1.524459 1.591157 0.521 -0.413 -0.094 0.00
C -5.867521 -1.680749 0.477461 0.132 0.213 -0.206 0.01
C -4.710004 -2.622940 0.207101 0.022 -0.543 0.223 0.00
N -3.701593 -2.032689 -0.663503 0.604 0.577 0.763 0.00
C -2.640960 -1.258685 -0.244421 0.315 -2.150 -0.031 -0.03
N -1.833074 -0.975424 -1.258283 -0.994 -3.675 0.460 -0.01
C -2.389660 -1.563648 -2.360010 0.650 -0.257 -0.576 0.00
C -3.552083 -2.190814 -2.017471 1.217 0.498 0.302 -0.01
N -4.453871 -2.876183 -2.876026 -0.633 -0.518 -0.842 0.00
O -3.990559 -3.311988 -3.923501 -0.434 0.412 0.917 0.00
O -5.624757 -2.953103 -2.513351 0.752 -0.023 -0.190 0.00
C -2.450955 -0.784884 1.132150 -3.063 -0.854 -0.388 0.04
H -6.739349 -2.895320 5.216718 -0.001 0.032 -0.164 0.00
H -7.478691 -3.975378 4.023669 0.072 0.134 0.012 0.00
H -8.160597 -2.369417 4.299729 0.157 -0.033 -0.028 0.00
H -5.384830 -2.941208 3.123377 -0.005 0.025 -0.112 0.00
H -6.072582 -1.317737 3.388943 -0.021 -0.022 -0.144 0.00
H -5.540720 -0.743797 0.938678 -0.013 -0.068 0.008 0.00
H -6.390898 -1.423740 -0.448237 -0.067 -0.164 0.110 0.00
H -5.039684 -3.564310 -0.238977 -0.164 0.307 -0.006 0.00
H -4.208747 -2.912194 1.135042 -0.008 0.148 -0.075 0.00
H -1.929964 -1.484649 -3.336226 -0.080 0.145 0.162 0.00
H -2.736835 -1.534683 1.865806 -0.424 -0.312 -0.823 0.00
H -3.042228 0.120756 1.302317 0.002 0.060 0.069 0.00
H -1.374903 -0.536382 1.296641 -5.160 -3.193 -0.578 0.01
C -1.544340 -0.188966 4.918826 0.292 0.181 0.116 0.00
C -1.312979 -0.683149 3.502413 0.345 0.234 1.953 0.00
O -0.423329 0.226348 2.861558 -0.293 -0.734 -0.794 0.00
P -0.199258 0.203755 1.217600 5.986 5.831 2.818 0.00
O 1.381815 0.361677 1.271926 0.620 -0.613 0.823 0.00
C 2.044114 -0.916978 1.451145 0.491 0.142 1.225 0.00
C 2.756347 -0.991831 2.815561 -0.650 -0.048 -0.044 0.00
O -0.637928 1.741299 0.894251 0.257 -1.791 1.644 0.05
C -0.094146 2.821477 1.658023 0.105 1.022 0.809 -0.01
C -1.208759 3.488835 2.442766 -0.260 -0.160 -0.050 0.00
H -2.194059 -0.874145 5.468988 0.065 0.040 -0.064 0.00
H -2.008814 0.801852 4.906145 -0.014 -0.149 -0.050 0.00
H -0.596329 -0.090039 5.455966 -0.126 -0.101 -0.025 0.00
H -2.258430 -0.736611 2.999049 0.239 0.369 0.990 0.00
H -0.860266 -1.682425 3.531265 -0.062 -0.049 -0.120 0.00
H 2.770589 -1.008346 0.656364 -0.516 -0.090 0.306 0.00
H 1.355725 -1.764750 1.364842 0.244 0.447 0.094 0.00
H 3.463392 -0.178730 2.939795 0.154 -0.167 0.166 0.00
H 3.292919 -1.938178 2.918342 -0.079 0.040 -0.092 0.00
H 2.032636 -0.908561 3.632563 0.044 -0.078 -0.116 0.00
H 0.329065 3.539277 0.951010 0.015 -0.261 0.089 0.00
H 0.712837 2.523047 2.337550 -0.169 -0.307 -0.222 0.00
H -2.015263 3.806468 1.774371 0.144 0.044 0.003 0.00
H -0.833564 4.361335 2.983309 -0.001 -0.072 -0.071 0.00
H -1.646839 2.792450 3.163593 0.121 0.055 0.008 0.00
N 1.274108 -3.672246 -1.862734 -1.082 0.353 -0.421 0.00
C 0.751448 -3.873120 -0.617428 -0.237 0.211 0.237 0.00
C 0.228172 -2.662798 -0.255330 -0.163 -0.919 0.043 0.00
N 0.420729 -1.733600 -1.249415 0.957 -2.989 0.567 0.00
C 1.053083 -2.369352 -2.197875 -0.536 -0.584 -0.540 0.00
H 1.741193 -4.357505 -2.436031 -0.183 0.099 0.045 0.00
H 0.795369 -4.828150 -0.116691 -0.026 0.153 -0.021 0.00
H -0.279218 -2.405892 0.663614 -0.054 -0.283 -0.264 0.00
H 1.369577 -1.947054 -3.141483 -0.278 0.167 0.089 0.00
O 1.824582 0.253958 -1.232232 2.628 -4.471 0.202 0.00
As 3.523639 0.272121 -1.296960 0.128 -2.345 -0.195 0.01
C 4.078576 1.710734 -0.069430 1.863 -0.185 -0.371 0.00
C 3.755387 1.697239 1.272030 0.716 0.682 0.213 0.00
C 4.166683 2.735644 2.112080 -0.049 -0.060 -0.460 -0.01
C 4.908423 3.795420 1.601004 -0.138 -0.117 -0.053 0.00
C 5.238760 3.818338 0.252765 0.048 -0.374 0.063 -0.01
C 4.826594 2.781466 -0.582200 0.803 -0.711 0.430 0.02
C 4.106750 -1.515780 -0.766663 1.047 0.259 -0.171 0.00
C 3.687124 -2.630988 -1.476552 0.957 -0.068 0.002 0.00
C 4.111967 -3.908005 -1.094924 0.177 0.503 0.303 0.00
C 4.958252 -4.064357 -0.000496 -0.201 0.152 -0.187 0.00
C 5.383286 -2.946505 0.713998 -0.221 0.216 -0.190 0.00
C 4.960848 -1.675127 0.333263 0.216 -0.281 -0.250 0.00
C 3.934243 0.680037 -3.155896 0.537 -0.052 -0.020 0.00
C 3.459918 1.860567 -3.736764 0.096 -0.096 -0.280 0.01
C 3.755044 2.151819 -5.068792 0.170 -0.462 0.186 0.00
C 4.524141 1.265658 -5.824068 -0.073 -0.090 0.386 0.00
C 4.998802 0.087541 -5.247421 -0.264 0.229 0.154 0.00
C 4.705186 -0.206073 -3.915540 -0.016 0.163 -0.013 0.00
H 3.193927 0.903233 1.669228 -0.100 -0.031 0.194 -0.01
H 3.907015 2.715066 3.163133 -0.021 -0.058 -0.019 0.00
H 5.226872 4.599218 2.251889 0.005 -0.010 -0.016 0.00
H 5.816005 4.640507 -0.149619 -0.030 -0.023 -0.051 0.00
H 5.091574 2.808516 -1.631058 0.104 -0.053 -0.047 0.00
H 3.037072 -2.516063 -2.323349 0.865 0.171 -0.021 0.00
H 3.783603 -4.776013 -1.651231 0.078 -0.045 -0.008 0.00
H 5.286505 -5.052673 0.293825 0.012 0.015 -0.015 0.00
H 6.042485 -3.065784 1.563883 -0.007 0.035 -0.014 0.00
H 5.298758 -0.813084 0.892352 0.016 0.089 0.033 0.00
H 2.864092 2.550459 -3.158061 0.082 -0.034 -0.313 -0.01
H 3.387103 3.065670 -5.516372 -0.029 -0.014 0.059 0.00
H 4.752557 1.492543 -6.857223 0.006 -0.008 0.018 0.00
H 5.595677 -0.599073 -5.833319 -0.013 -0.010 0.041 0.00
H 5.079740 -1.121443 -3.476751 0.070 -0.031 0.028 0.00
O -0.159281 0.238191 -2.897720 -0.328 -0.716 0.749 0.03
```
Positions in Å, forces in eV/Å.

As for the spin multiplicity: 2. Its LUMO energy (spin up / spin down) is -0.109 / -0.109 Ha. Its total energy is -11779.2630 Eh. The charge is +1. The value obtained for the energy above the lowest of the compared OMol25 structures with the same formula, charge and spin is 8.206 eV. The largest force on an atom is 8.82 eV/A. The orbital gap (spin up / spin down) comes out at 4.038 / 7.543 eV.

=====

- total energy of number 2 (C45H53AsBr2N7O9PSTi)?
  -11779.2630 Eh

=====

- What is the formula in the second record?
  C45H53AsBr2N7O9PSTi

=====

- What is the charge in the second record?
  +1